This record from the Open Molecules 2025 dataset describes the molecule C27H30N6O3. The level of theory is ωB97M-V with the def2-TZVPD basis set.

Bonds (Å) are listed after each position.
Element x y z (Å)
1 C -5.96 -5.51 -4.70  C2 1.521, H37 1.086, H38 1.086, H39 1.086
2 C -5.43 -4.10 -4.84  C1 1.521, O3 1.415, H40 1.099, H41 1.099
3 O -4.67 -3.81 -3.69  C2 1.415, C4 1.358
4 C -4.07 -2.60 -3.57  O3 1.358, C5 1.400, C36 1.388
5 C -4.16 -1.57 -4.52  C4 1.400, C6 1.379, H42 1.078
6 C -3.52 -0.37 -4.31  C5 1.379, C7 1.392, H43 1.080
7 C -2.77 -0.15 -3.15  C6 1.392, N8 1.371, C35 1.409
8 N -2.14 1.04 -2.91  C7 1.371, C9 1.370, H44 1.013
9 C -1.38 1.33 -1.81  N8 1.370, O10 1.222, C11 1.461
10 O -0.88 2.44 -1.67  C9 1.222
11 C -1.26 0.25 -0.84  C9 1.461, C12 1.513, C34 1.347
12 C -0.37 0.58 0.34  C11 1.513, C13 1.498, N24 1.450, H45 1.097
13 C 0.96 0.95 -0.25  C12 1.498, N14 1.316, N17 1.354
14 N 1.58 0.26 -1.18  C13 1.316, N15 1.324
15 N 2.71 0.91 -1.44  N14 1.324, N16 1.266
16 N 2.81 1.95 -0.72  N15 1.266, N17 1.337
17 N 1.72 2.02 0.05  C13 1.354, N16 1.337, C18 1.428
18 C 1.55 3.08 1.00  N17 1.428, C19 1.545, H46 1.092, H47 1.092
19 C 2.33 2.78 2.30  C18 1.545, C20 1.531, O23 1.416, H48 1.098
20 C 3.84 2.96 2.12  C19 1.531, C21 1.527, H49 1.090, H50 1.088
21 C 4.03 4.42 2.53  C20 1.527, C22 1.528, H51 1.090, H52 1.087
22 C 2.99 4.57 3.63  C21 1.528, O23 1.421, H53 1.098, H54 1.093
23 O 1.92 3.69 3.31  C19 1.416, C22 1.421
24 N -0.34 -0.48 1.33  C12 1.450, C25 1.460, C33 1.461
25 C -0.41 -0.03 2.71  N24 1.460, C26 1.534, H55 1.098, H56 1.098
26 C 0.52 -0.80 3.65  C25 1.534, C27 1.497, H57 1.094, H58 1.091
27 C 1.90 -0.83 3.06  C26 1.497, C28 1.385, C32 1.394
28 C 3.05 -0.48 3.74  C27 1.385, C29 1.385, H59 1.081
29 C 4.27 -0.52 3.09  C28 1.385, C30 1.385, H60 1.081
30 C 4.34 -0.89 1.76  C29 1.385, C31 1.385, H61 1.080
31 C 3.19 -1.24 1.07  C30 1.385, C32 1.385, H62 1.080
32 C 1.97 -1.21 1.72  C27 1.394, C31 1.385, C33 1.503
33 C 0.65 -1.52 1.07  N24 1.461, C32 1.503, H63 1.090, H64 1.098
34 C -1.88 -0.93 -1.02  C11 1.347, C35 1.430, H65 1.079
35 C -2.67 -1.18 -2.19  C7 1.409, C34 1.430, C36 1.394
36 C -3.33 -2.39 -2.42  C4 1.388, C35 1.394, H66 1.078
37 H -6.56 -5.78 -5.57  C1 1.086
38 H -5.14 -6.21 -4.61  C1 1.086
39 H -6.58 -5.59 -3.81  C1 1.086
40 H -4.81 -4.02 -5.74  C2 1.099
41 H -6.27 -3.39 -4.93  C2 1.099
42 H -4.73 -1.70 -5.43  C5 1.078
43 H -3.59 0.42 -5.04  C6 1.080
44 H -2.21 1.77 -3.61  N8 1.013
45 H -0.79 1.48 0.81  C12 1.097
46 H 1.92 4.00 0.55  C18 1.092
47 H 0.49 3.19 1.23  C18 1.092
48 H 2.08 1.76 2.63  C19 1.098
49 H 4.37 2.29 2.79  C20 1.090
50 H 4.14 2.75 1.09  C20 1.088
51 H 3.81 5.08 1.70  C21 1.090
52 H 5.04 4.62 2.89  C21 1.087
53 H 3.40 4.28 4.61  C22 1.098
54 H 2.58 5.58 3.71  C22 1.093
55 H -0.16 1.04 2.79  C25 1.098
56 H -1.45 -0.14 3.05  C25 1.098
57 H 0.15 -1.83 3.77  C26 1.094
58 H 0.52 -0.33 4.64  C26 1.091
59 H 2.99 -0.19 4.78  C28 1.081
60 H 5.18 -0.26 3.63  C29 1.081
61 H 5.30 -0.91 1.25  C30 1.080
62 H 3.24 -1.52 0.03  C31 1.080
63 H 0.76 -1.64 -0.01  C33 1.090
64 H 0.25 -2.46 1.48  C33 1.098
65 H -1.79 -1.71 -0.28  C34 1.079
66 H -3.26 -3.19 -1.69  C36 1.078

Values from the calculation:
Structure (SMILES): CCOc1ccc2[nH]c(=O)c([C@H](c3nnnn3C[C@H]3CCCO3)N3CCc4ccccc4C3)cc2c1
Calculated total energy in Eh: -1601.1249
Energy relative to the best compared isomer or geometry (same formula, charge and spin) in kcal/mol: 38.38
Kohn-Sham gap in eV: 8.34
E_LUMO in eV: 0.3
Net charge: 0